Record 1
A cluster of 2 separate species, C4H12NO2 in total at a distorted geometry, computed with the ωB97M-V functional and the def2-TZVPD basis.

```
! RIJCOSX wB97M-V def2-TZVPD def2/J DEFGRID3
* xyz 1 1
C 0.01076 -0.74872 0.64138
C 0.34611 0.58202 -0.08339
C -0.07907 0.71459 -1.54589
C -1.49293 0.52324 -1.95025
O -2.43051 0.71883 -1.10274
N -1.54972 -0.74347 0.90309
H 0.38381 -1.65234 -0.10421
H 0.67045 -0.83224 1.41329
H 0.00715 1.47771 0.57271
H 1.39176 0.70720 0.03661
H 0.26147 1.82307 -1.83054
H 0.60327 0.05404 -2.24447
H -1.69003 0.28200 -3.06045
H -2.12179 0.07018 0.44747
H -1.66086 -0.64861 1.99784
H -1.85495 -1.61468 0.61617
H 3.49550 -0.86697 1.60366
H 3.00543 0.44700 2.12641
O 2.70416 -0.29285 1.56332
*
```

Summary:
Calculated total energy in Ha: -364.5399
Relative energy (zero: lowest compared OMol25 entry of this formula, charge and spin) in kJ/mol: 250.4
HOMO level in eV: -14.44
F_max in eV/A: 5.91

Record 2
A cluster of 3 separate species, C4H12NO2 in total at a distorted geometry, computed with the ωB97M-V functional and the def2-TZVPD basis.

```
! RIJCOSX wB97M-V def2-TZVPD def2/J DEFGRID3
* xyz 1 1
C 0.62381 -0.11448 1.80015
C -0.14496 -0.81860 0.73752
C -1.03947 -1.79907 0.90801
C 0.94481 0.60145 -0.85699
N 0.12399 -0.34810 -0.60872
H 1.69745 -0.32282 1.90341
H 0.26342 -0.49977 2.76185
H 0.39418 0.95953 1.74596
H -1.30097 -2.35932 0.01834
H -1.33161 -2.11977 1.89660
H 0.74827 1.04158 -1.83348
H 1.70014 1.04395 -0.22379
H -0.49045 -0.79915 -1.36939
H -0.20770 3.42201 0.13520
H 0.77992 4.28129 0.87297
O 0.76085 3.48964 0.29361
H -0.46406 -2.29144 -2.78542
H -1.93725 -1.69957 -2.94643
O -1.12036 -1.66735 -2.44942
*
```

Summary:
Calculated total energy in Ha: -364.5575
Relative energy (zero: lowest compared OMol25 entry of this formula, charge and spin) in kJ/mol: 204.2
HOMO level in eV: -13.96
F_max in eV/A: 1.92

Record 3
An isolated molecule of C4H12NO2P at a distorted geometry, computed with the ωB97M-V functional and the def2-TZVPD basis.

```
! RIJCOSX wB97M-V def2-TZVPD def2/J DEFGRID3
* xyz 0 1
C 0.97326 -0.56062 1.20079
C 0.56587 -0.83137 -0.18495
C 1.74372 -0.78255 -1.19369
C -0.51453 0.52822 -0.65409
N -0.01482 1.71326 -0.04218
P -2.09741 -0.07169 0.16433
O -2.67278 -1.33983 -0.24894
O -3.24154 1.05099 0.00260
H 2.02996 -0.84321 1.35799
H 1.00493 0.45126 1.49643
H 0.42317 -1.07815 1.92166
H -0.14722 -1.64239 -0.28812
H 2.48475 0.03126 -1.03719
H 2.54053 -1.54856 -1.06467
H 1.44556 -0.88977 -2.24082
H -0.66192 0.75974 -1.72153
H -0.10516 1.63590 0.95052
H 0.95702 1.75872 -0.32554
H -1.69859 -0.24455 1.50335
H -3.01480 1.90334 0.40403
*
```

Summary:
Calculated total energy in Ha: -706.1880
Relative energy (zero: lowest compared OMol25 entry of this formula, charge and spin) in kJ/mol: 135.6
Structure (SMILES): CC(C)[C@H](N)[P@H](=O)O
HOMO level in eV: -9.33
F_max in eV/A: 4.26